80
Properties=species:S:1:pos:R:3:forces:R:3:mulliken_charge:R:1 method="wB97M-V/def2-TZVPD" multiplicity=4 de_lowest_kcal_mol=0.0 orbital_gap_ev="6.936 / 5.535" homo_energy_ev="-12.49 / -13.43" lumo_energy_ev="-5.6 / -7.9" total_charge=+2
O -2.6398 -2.9204 3.2810 -2.107 1.552 -2.810 -0.290
C -3.2983 -2.4052 2.4671 3.245 -2.722 3.747 0.456
Cr -4.4283 -1.3325 1.3966 2.268 0.231 0.913 -0.175
C -3.2876 0.0884 1.8513 3.961 4.248 1.843 0.515
O -2.5453 0.9177 2.2188 -2.855 -3.011 -1.514 -0.303
C -5.2693 -0.9493 3.0817 -3.933 1.575 6.970 0.396
O -5.5604 -0.7040 4.1822 1.494 -0.839 -3.787 -0.233
C -6.2276 -2.1656 0.5069 -1.786 0.132 -0.962 -0.613
C -5.1487 -3.0153 0.2326 0.032 -0.789 0.195 -0.792
C -3.9897 -2.4904 -0.3520 0.754 -0.574 -1.879 -0.297
C -3.8771 -1.1256 -0.6507 1.489 -0.313 -1.490 0.681
C -2.5871 -0.5593 -1.0688 -0.019 0.527 -0.496 0.002
C -1.6128 0.0378 -1.4952 -1.234 -0.482 0.001 -1.198
C -0.4919 0.7801 -2.1114 0.184 0.166 0.261 3.015
C -0.5752 2.2957 -1.8083 -0.335 0.003 0.530 0.201
C -1.7786 2.8535 -1.3481 0.480 0.340 0.048 -0.274
C -1.8051 4.1492 -0.8146 0.209 -0.078 -0.006 -0.741
C -0.6388 4.9268 -0.7788 -0.164 -0.234 -0.367 -0.503
C 0.5593 4.3874 -1.2598 -0.456 -0.293 0.075 -1.178
C 0.5973 3.0579 -1.6974 -0.167 0.094 -0.157 0.218
C -0.0454 0.1957 -3.4673 -0.028 -0.639 -0.271 0.080
C -0.6441 -0.9819 -3.9362 0.377 0.036 -0.174 -0.424
C -0.0454 -1.7430 -4.9528 0.197 0.347 0.131 -0.785
C 1.1637 -1.3223 -5.5152 -0.130 0.268 0.015 -0.460
C 1.7478 -0.1185 -5.0890 -0.395 -0.185 0.252 -1.061
C 1.1567 0.6182 -4.0530 -0.122 -0.254 -0.205 -0.002
C -4.9830 -0.2878 -0.3710 0.210 1.381 -0.328 0.265
C -6.1572 -0.8043 0.1736 -1.712 -0.578 -0.806 -0.864
H -7.1276 -2.5717 0.9701 0.271 0.153 -0.087 0.527
H -5.2000 -4.0787 0.4821 0.013 0.443 -0.086 0.548
H -3.1245 -3.1264 -0.5399 -0.281 0.089 0.083 0.659
H -2.6786 2.2455 -1.3527 0.060 0.201 -0.077 0.464
H -2.7368 4.5468 -0.4022 0.314 -0.103 -0.251 0.401
H -0.6739 5.9546 -0.4085 0.030 -0.402 -0.091 0.439
H 1.4576 4.9962 -1.2786 -0.052 -0.163 0.126 0.435
H 1.5615 2.6025 -1.9308 -0.273 0.245 -0.063 0.062
H -1.5503 -1.3362 -3.4521 0.105 0.005 -0.250 0.283
H -0.5055 -2.6747 -5.2900 0.104 0.347 0.133 0.416
H 1.6462 -1.9194 -6.2960 -0.219 0.266 0.316 0.423
H 2.6749 0.2295 -5.5477 -0.277 -0.090 0.176 0.426
H 1.6476 1.5096 -3.6765 -0.039 -0.038 -0.212 0.544
H -4.8863 0.7825 -0.5628 -0.104 -0.368 -0.025 0.633
H -7.0022 -0.1417 0.3766 0.335 -0.225 -0.027 0.527
C -0.0978 -1.8073 1.4235 0.015 0.060 0.622 -0.737
N 1.1997 -1.6770 0.7769 0.215 0.519 0.274 0.881
C 1.9333 -0.5330 0.6862 -0.189 -1.154 -1.902 -0.626
H 0.3711 0.4945 -1.5325 0.465 -0.267 0.710 -1.376
C 1.9220 0.6292 1.5631 0.010 0.938 0.326 -0.632
C 0.8569 1.5536 1.6096 0.465 -0.377 0.024 0.818
C 0.9232 2.6650 2.4415 0.215 0.096 0.276 -1.105
C 2.0339 2.8327 3.3139 -0.004 0.066 0.098 0.814
O 2.0867 3.9181 4.1459 0.419 -1.230 -0.350 -0.437
C 3.1915 3.8715 5.0869 0.010 0.095 0.045 -0.896
C 3.0690 1.8702 3.3029 -0.090 0.137 -0.223 -0.467
C 3.0594 0.8327 2.3886 -0.766 -0.357 -0.346 -1.150
N 2.8349 -0.7358 -0.3101 -0.460 0.076 0.923 0.513
C 3.6369 0.2850 -0.9421 0.448 0.607 -0.183 -0.532
C 2.9321 -2.1049 -0.5866 -0.636 0.132 1.187 0.757
C 1.9007 -2.7196 0.1441 0.919 0.961 -0.159 0.810
C 2.0246 -4.0247 0.5970 0.552 -0.795 -0.234 -0.995
C 3.2817 -4.6293 0.4185 -0.749 0.128 -0.213 -0.652
C 4.2978 -4.0207 -0.3512 -0.267 0.735 -0.651 -0.639
C 4.0976 -2.7601 -0.9435 0.550 -1.096 -0.033 -0.869
H -0.4213 -2.8498 1.3407 0.164 0.228 0.065 0.318
H -0.0217 -1.5326 2.4867 -0.091 -0.091 -0.320 0.319
H -0.8445 -1.1708 0.9232 0.349 -0.191 0.118 0.003
H 0.0063 1.3669 0.9439 0.181 0.398 0.324 0.647
H 0.1150 3.3999 2.4221 0.344 -0.188 0.138 0.570
H 3.1544 4.7756 5.6853 -0.242 0.047 -0.116 0.271
H 3.1112 2.9968 5.7500 -0.124 0.259 -0.218 0.380
H 4.1654 3.8357 4.5773 -0.369 0.146 0.012 0.342
H 3.9055 1.9339 3.9921 -0.215 0.018 -0.311 0.442
H 3.9122 0.1454 2.3488 -0.397 0.183 0.035 0.469
H 4.3174 -0.2028 -1.6517 -0.173 0.268 0.336 0.331
H 2.9841 0.9655 -1.5119 0.279 -0.239 0.250 0.027
H 4.2009 0.8566 -0.1912 -0.116 -0.188 -0.372 0.363
H 1.1918 -4.4957 1.1161 0.461 -0.071 0.164 0.403
H 3.4832 -5.5909 0.8899 -0.143 0.205 -0.229 0.411
H 5.2630 -4.5146 -0.4814 -0.412 0.070 0.014 0.406
H 4.8316 -2.2606 -1.5858 -0.060 -0.399 0.525 0.395



87
Properties=species:S:1:pos:R:3:forces:R:3:mulliken_charge:R:1 method="wB97M-V/def2-TZVPD" de_lowest_kcal_mol=12.3 orbital_gap_ev=7.011 homo_energy_ev=-4.59 lumo_energy_ev=2.4 total_charge=-1
Cd -1.1750 -1.0548 -0.5478 -0.322 -0.183 0.053 1.194
C -2.9375 1.6195 -2.7646 0.122 -0.149 0.140 -1.316
C -3.0924 1.6876 -1.2838 -0.061 0.100 0.106 0.411
C -3.5889 2.7407 -0.5131 0.057 -0.320 0.113 -1.290
C -3.5706 2.2763 0.7913 -0.098 0.163 -0.279 0.728
C -3.9755 3.0251 2.0122 0.058 -0.156 0.080 -1.413
N -3.0948 1.0171 0.7705 -0.277 0.643 0.465 1.755
N -2.7979 0.6653 -0.4908 0.587 -0.398 -0.582 -0.474
B -2.9978 -0.0108 1.9184 0.121 -0.328 -0.404 -1.210
N -3.6606 -1.3190 1.4242 -0.404 0.055 0.544 0.716
N -3.2044 -1.9809 0.3539 0.344 -0.384 -0.691 -0.153
C -3.9861 -3.0278 0.1455 0.081 0.164 0.013 0.291
C -3.7404 -3.9779 -0.9773 0.061 0.137 0.086 -1.145
C -4.9965 -3.0498 1.1122 0.088 0.260 0.168 -1.294
C -4.7533 -1.9426 1.9073 -0.266 -0.379 -0.048 0.895
C -5.5400 -1.4887 3.0868 0.129 0.140 0.000 -1.424
N -1.5250 -0.3021 2.2909 -0.054 0.501 0.613 1.892
N -0.8576 -1.3472 1.7685 0.304 -0.526 -0.555 -1.256
C 0.3152 -1.4339 2.3883 -0.018 0.097 0.125 0.406
C 1.2774 -2.5339 2.0828 -0.101 0.150 -0.091 -1.154
C 0.4142 -0.4138 3.3362 -0.197 -0.055 -0.087 -1.042
C -0.7704 0.2927 3.2336 0.229 -0.054 0.143 0.793
C -1.1498 1.5434 3.9424 -0.080 -0.074 -0.145 -1.475
H -3.2016 2.5774 -3.2081 0.036 0.000 -0.060 0.379
H -3.5941 0.8487 -3.1730 0.039 0.021 -0.073 0.296
H -1.9107 1.3696 -3.0357 -0.007 0.026 -0.046 0.081
H -3.9047 3.7055 -0.8546 -0.087 0.210 -0.049 0.430
H -4.5115 3.9253 1.7161 0.005 0.003 0.038 0.403
H -3.0952 3.3165 2.5847 -0.015 0.055 0.078 0.161
H -4.6137 2.4248 2.6578 -0.048 0.019 0.060 0.264
H -3.5787 0.3909 2.8713 -0.147 0.167 0.206 -0.189
H -2.9129 -3.6174 -1.5886 -0.020 -0.090 -0.036 0.059
H -4.6302 -4.0737 -1.5978 -0.015 -0.017 -0.093 0.330
H -3.4919 -4.9660 -0.5916 0.061 -0.073 -0.048 0.268
H -5.7895 -3.7648 1.2161 -0.149 -0.094 0.062 0.431
H -6.3495 -2.1938 3.2707 0.007 0.030 0.016 0.351
H -5.9662 -0.5011 2.9091 -0.043 0.036 0.088 0.259
H -4.9105 -1.4328 3.9744 -0.049 0.042 0.075 0.254
H 0.8774 -3.1593 1.2835 0.097 -0.010 0.016 0.218
H 1.4374 -3.1486 2.9701 -0.004 -0.052 -0.026 0.323
H 2.2418 -2.1328 1.7725 0.035 -0.029 -0.084 0.199
H 1.2360 -0.2041 3.9921 0.143 0.066 0.123 0.434
H -0.5204 1.6779 4.8194 -0.011 0.020 0.023 0.425
H -2.1958 1.5322 4.2396 -0.077 0.036 0.085 0.299
H -0.9919 2.3858 3.2685 0.012 0.120 -0.010 0.164
S 4.4616 5.1334 -1.5718 0.186 0.448 -0.596 -0.459
C 3.4335 4.0815 -0.8252 -0.182 -0.017 -0.226 0.255
S 1.8681 3.6743 -1.4923 0.404 -0.643 1.181 -0.152
C 1.6162 2.5072 -0.0935 0.957 1.174 -1.096 -0.341
N 2.6420 2.5196 0.6792 -0.374 -0.781 0.848 -0.858
N 3.6301 3.3798 0.3178 -0.494 0.570 -0.971 0.574
C 4.7417 3.4088 1.1694 0.589 -0.100 0.509 0.595
C 5.6780 4.4403 1.1852 -0.032 0.190 -0.056 -0.483
C 6.7589 4.3741 2.0458 0.075 -0.133 0.174 -0.703
C 6.9195 3.3016 2.9049 0.126 0.052 0.100 -0.405
C 5.9626 2.2994 2.9259 0.132 0.055 0.018 -0.657
C 4.8839 2.3482 2.0676 -0.048 -0.090 -0.046 -0.307
S 0.2062 1.6640 0.0964 -1.377 -0.722 -0.016 -0.014
H 5.5816 5.2932 0.5361 -0.088 -0.107 0.014 0.236
H 7.4819 5.1788 2.0490 0.016 0.035 -0.046 0.350
H 7.7792 3.2512 3.5580 0.040 0.007 0.084 0.364
H 6.0616 1.4764 3.6196 -0.024 -0.094 -0.004 0.358
H 4.1304 1.5784 2.0772 -0.014 -0.051 0.018 0.593
C -0.4497 -0.4014 -6.3864 -0.001 0.001 -0.111 -0.408
C -0.5730 -1.7748 -6.2630 -0.037 0.029 -0.199 -0.536
C -0.3263 -2.3828 -5.0459 -0.023 -0.179 0.095 -0.420
C 0.0375 -1.6439 -3.9272 -0.111 -0.126 0.494 0.154
C 0.2000 -0.2702 -4.0826 0.079 0.082 0.110 -0.390
C -0.0382 0.3472 -5.2954 0.030 0.150 -0.123 -0.603
Si 0.1245 -2.4311 -2.1917 0.680 -0.067 -0.643 0.615
C 1.9688 -2.5580 -1.7220 -0.503 0.088 0.094 0.193
C 2.6583 -1.4362 -1.2680 -0.107 0.152 -0.028 -0.075
C 3.9576 -1.5351 -0.8075 0.240 0.100 0.050 -0.685
C 4.6002 -2.7638 -0.7898 0.042 -0.027 -0.002 -0.426
C 3.9393 -3.8867 -1.2612 0.185 -0.030 0.052 -0.573
C 2.6397 -3.7761 -1.7203 -0.209 -0.111 -0.069 -0.315
H -0.6742 0.0833 -7.3267 0.033 0.030 -0.069 0.374
H -0.8704 -2.3738 -7.1124 -0.038 -0.033 -0.091 0.360
H -0.4313 -3.4544 -4.9528 -0.067 -0.148 -0.026 0.337
H 0.5084 0.3318 -3.2360 -0.045 0.105 0.113 0.504
H 0.0836 1.4168 -5.3885 0.010 0.110 0.000 0.410
H -0.2126 -3.8737 -2.4906 -0.159 0.238 0.214 -0.378
H 2.1662 -0.4702 -1.2592 -0.039 0.084 0.109 0.110
H 4.4722 -0.6525 -0.4530 0.015 0.081 0.036 0.453
H 5.6094 -2.8455 -0.4098 0.068 0.011 0.003 0.395
H 4.4347 -4.8483 -1.2669 0.039 -0.064 0.017 0.367
H 2.1226 -4.6559 -2.0762 -0.036 -0.159 -0.026 0.318



34
Properties=species:S:1:pos:R:3:forces:R:3:mulliken_charge:R:1 method="wB97M-V/def2-TZVPD" multiplicity=3 orbital_gap_ev="9.552 / 8.827" homo_energy_ev="-2.11 / -1.38" lumo_energy_ev="7.4 / 7.4" total_charge=-3
Pt -0.0031 0.0207 0.0604 0.786 -0.640 0.637 2.287
P -2.8525 0.0421 -0.8252 -0.705 0.461 -0.147 1.379
F -3.2508 0.1639 -2.4118 -0.087 -0.410 1.128 -0.405
F -1.7120 1.1299 -1.0407 -0.288 2.327 -1.606 -0.366
F -3.9225 1.1960 -0.4222 0.273 -0.543 -0.076 -0.400
F -2.2207 0.0125 0.7067 -2.411 -0.098 0.902 -0.332
F -3.9395 -1.1079 -0.5459 0.192 0.351 0.043 -0.413
F -1.7188 -1.0383 -1.0905 -1.060 -2.146 -2.133 -0.387
P 0.8721 -0.8408 -3.6119 1.491 -1.344 -0.050 1.333
F 0.9926 -0.3977 -2.0035 -0.428 0.476 -1.595 -0.547
F 2.1278 0.1116 -3.9836 -0.485 1.313 -0.090 -0.379
F 2.0465 -1.9330 -3.3431 -0.174 -0.785 0.403 -0.380
F 0.8364 -1.3708 -5.1627 -0.629 0.212 0.010 -0.387
F -0.2130 -1.9725 -3.1597 -0.069 1.326 -0.735 -0.340
F -0.1765 0.3533 -3.9978 0.442 -1.229 0.911 -0.365
P -0.2114 -0.4230 3.6641 0.251 0.929 0.256 1.220
F -1.3881 0.5214 3.0425 -0.725 -0.820 2.053 -0.343
F 0.4279 -0.1329 2.1664 1.913 0.399 1.025 -0.557
F 0.5051 0.8849 4.3018 -0.817 0.762 -0.236 -0.386
F 1.0997 -1.1552 4.1636 1.020 -1.310 -0.292 -0.386
F -0.8977 -0.7865 5.1291 -0.610 0.699 -1.066 -0.390
F -0.7507 -1.7692 3.0283 -1.137 -0.264 0.599 -0.328
P 1.1832 2.8524 0.3799 0.369 2.039 0.979 1.361
F 2.5493 3.6356 -0.0362 -0.310 -0.758 -0.041 -0.386
F 0.5080 4.3302 0.7392 0.305 -1.003 -0.041 -0.416
F 0.5992 2.9594 -1.1242 0.422 0.118 0.288 -0.319
F -0.1996 2.1200 0.8217 -0.072 1.103 0.438 -0.453
F 1.7850 1.3764 0.0179 1.614 1.784 0.045 -0.452
F 1.7365 2.7082 1.9365 -0.418 0.178 -1.484 -0.387
B 1.2323 -2.3480 0.5270 1.709 -1.224 0.165 0.312
F 1.5969 -3.0381 -0.5697 -0.184 -1.880 -1.318 -0.394
F -0.0784 -2.0012 0.5914 -3.307 -1.680 -0.388 -0.352
F 1.5876 -2.9591 1.6832 0.498 -0.902 1.152 -0.401
F 1.8492 -1.1443 0.3687 2.630 2.556 0.265 -0.243